Record 1
ORCA calculation (ωB97M-V/def2-TZVPD) on a molecular structure, C15H22N2O5S at a distorted geometry.

Geometry (Å):
S  2.940  0.746  0.451
O  1.847  -3.087  -3.239
O  1.159  1.284  -2.655
O  0.303  -3.000  -1.709
O  -3.877  0.123  3.042
O  -2.234  2.596  3.200
N  0.714  -0.388  -1.521
N  -0.367  1.551  -1.146
C  1.652  -1.187  -2.182
C  -1.277  2.042  1.168
C  -2.105  1.843  2.274
C  3.218  2.327  -0.085
C  -3.032  2.548  4.227
C  1.377  -4.648  -3.346
C  1.207  -2.567  -2.303
C  -1.876  -0.104  0.067
C  3.076  -1.349  -1.281
C  3.560  -0.214  -0.965
C  -2.725  0.414  2.236
C  -2.693  -0.298  0.999
C  0.588  0.975  -1.702
C  -4.376  -1.085  3.288
C  -1.124  1.401  0.005
H  3.472  0.705  -1.956
H  3.686  -2.075  -1.981
H  -1.046  2.996  1.167
H  4.396  2.522  -0.045
H  -2.911  3.319  4.913
H  2.794  2.646  -1.063
H  2.770  3.154  0.875
H  1.169  -5.218  -2.452
H  -5.129  -1.304  2.380
H  2.017  -0.641  -3.050
H  0.271  -4.525  -3.773
H  -0.291  2.687  -1.231
H  -2.556  1.479  4.932
H  0.298  -0.779  -0.532
H  4.863  -0.336  -0.580
H  -3.482  -1.774  3.254
H  -3.114  -1.310  1.140
H  -1.842  -0.759  -0.845
H  2.046  -4.995  -4.129
H  -3.991  2.237  4.204
H  -4.740  -1.193  4.211
H  2.924  -1.806  -0.317

## Properties
Charge: 0
HOMO level, Ha: -0.2704
ΔE to the lowest compared entry with this formula, charge and spin, kJ/mol: 1417.02

Mulliken charges, unit e, in atom order: atom 1 (S): -0.039, atom 2 (O): -0.350, atom 3 (O): -0.623, atom 4 (O): -0.612, atom 5 (O): -0.377, atom 6 (O): -0.385, atom 7 (N): -0.012, atom 8 (N): -0.026, atom 9 (C): -0.284, atom 10 (C): -0.957, atom 11 (C): 0.265, atom 12 (C): -0.771, atom 13 (C): -0.761, atom 14 (C): -0.713, atom 15 (C): 0.149, atom 16 (C): -0.557, atom 17 (C): -0.747, atom 18 (C): -0.282, atom 19 (C): 0.643, atom 20 (C): -0.463, atom 21 (C): 0.183, atom 22 (C): -0.807, atom 23 (C): 0.363, atom 24 (H): 0.196, atom 25 (H): 0.326, atom 26 (H): 0.559, atom 27 (H): 0.289, atom 28 (H): 0.300, atom 29 (H): 0.298, atom 30 (H): 0.245, atom 31 (H): 0.329, atom 32 (H): 0.210, atom 33 (H): 0.742, atom 34 (H): 0.289, atom 35 (H): 0.375, atom 36 (H): 0.208, atom 37 (H): 0.413, atom 38 (H): 0.146, atom 39 (H): 0.335, atom 40 (H): 0.282, atom 41 (H): 0.411, atom 42 (H): 0.279, atom 43 (H): 0.341, atom 44 (H): 0.335, atom 45 (H): 0.255



Record 2
ORCA calculation (ωB97M-V/def2-TZVPD) on a single C4H5N3 molecule.

Geometry (Å):
N  -0.049  1.692  -0.660
N  1.214  -1.331  0.733
N  -1.238  -0.264  0.872
C  -1.064  2.379  -0.533
C  0.765  0.744  -0.420
C  -1.067  -1.050  -0.094
C  0.213  -0.492  0.201
H  1.876  -0.901  1.365
H  0.876  -2.217  1.081
H  1.835  0.869  -0.559
H  -1.603  -1.843  -0.605
H  -1.758  2.414  -1.381

## Properties
Charge: 0
HOMO level, Ha: -0.2850
ΔE to the lowest compared entry with this formula, charge and spin, kJ/mol: 507.33

Mulliken charges, unit e, in atom order: atom 1 (N): -0.052, atom 2 (N): -0.549, atom 3 (N): -0.503, atom 4 (C): -0.279, atom 5 (C): -0.484, atom 6 (C): -0.368, atom 7 (C): 0.863, atom 8 (H): 0.224, atom 9 (H): 0.219, atom 10 (H): 0.389, atom 11 (H): 0.327, atom 12 (H): 0.212



Record 3
ORCA calculation (ωB97M-V/def2-TZVPD) on a single C4H4O3 molecule.

Geometry (Å):
O  -0.026  0.829  -1.476
O  0.056  -0.572  1.690
O  -2.266  1.256  0.955
C  1.282  -1.104  -0.858
C  -0.982  1.447  1.043
C  0.339  0.042  -0.630
C  -0.225  0.195  0.788
H  1.614  -1.107  -1.898
H  0.786  -2.050  -0.617
H  2.139  -1.021  -0.182
H  -2.717  2.086  1.184

## Properties
Charge: 0
HOMO level, Ha: -0.3323
ΔE to the lowest compared entry with this formula, charge and spin, kJ/mol: 307.39

Mulliken charges, unit e, in atom order: atom 1 (O): -0.529, atom 2 (O): -0.561, atom 3 (O): -0.290, atom 4 (C): -1.050, atom 5 (C): -0.525, atom 6 (C): 0.729, atom 7 (C): 0.862, atom 8 (H): 0.326, atom 9 (H): 0.295, atom 10 (H): 0.299, atom 11 (H): 0.443



Record 4
ORCA calculation (ωB97M-V/def2-TZVPD) on a molecular structure, C51H52F2N7O2S3SiW at a distorted geometry.

Geometry (Å):
W  -0.039  0.277  0.350
S  -2.491  -0.272  -2.069
S  -2.890  -0.377  2.176
S  -3.892  -1.835  -0.069
Si  1.796  -0.126  3.113
F  1.708  -0.652  -1.381
F  0.066  -1.637  0.081
O  0.537  1.885  1.290
O  -1.168  3.397  1.217
N  -4.071  -0.908  1.187
N  2.114  3.530  -2.188
N  1.007  1.837  -1.320
N  -3.727  -1.127  -1.458
N  1.807  -0.273  1.363
N  -1.510  -0.325  1.591
N  -1.327  0.111  -1.216
C  -4.477  3.553  -3.527
C  -4.227  3.864  3.095
C  -0.950  -5.196  0.536
C  -2.013  -1.117  -3.567
C  2.757  -1.241  -0.642
C  -0.663  -1.348  -3.815
C  -4.316  3.354  1.807
C  2.782  -1.005  0.743
C  -7.331  -3.700  0.794
C  -3.535  1.235  2.608
C  -4.037  -1.450  4.475
C  -2.891  -3.110  5.789
C  0.242  0.721  3.868
C  3.428  1.992  -0.713
C  -0.924  -4.482  -0.656
C  4.777  -2.501  -0.661
C  -2.705  -3.786  1.365
C  1.892  -1.858  3.942
C  -2.616  -2.140  -5.639
C  -0.453  4.152  2.191
C  -3.351  1.178  -2.679
C  -7.568  -4.426  -0.369
C  -3.792  3.055  4.138
C  0.824  3.630  -2.642
C  3.918  -1.545  1.378
C  -1.798  -2.176  3.867
C  -1.776  -3.413  -0.843
C  -0.648  2.224  0.769
C  -4.509  1.641  -2.072
C  -6.241  -2.863  0.883
C  -1.852  -4.853  1.539
C  -4.012  -2.319  5.547
C  0.150  2.586  -2.094
C  -0.297  -1.978  -4.990
C  -3.959  2.043  1.560
C  -5.072  2.829  -2.500
C  -2.917  -1.371  3.646
C  3.237  1.009  3.689
C  -2.994  -1.513  -4.468
C  -3.433  1.741  3.897
C  4.878  -2.266  0.703
C  2.188  2.437  -1.392
C  3.694  -1.967  -1.339
C  -1.270  -2.371  -5.904
C  -2.772  1.877  -3.732
C  -3.336  3.067  -4.151
C  -1.788  -3.036  4.944
C  -5.378  -2.742  -0.212
C  -2.637  -3.043  0.187
C  -5.622  -3.456  -1.392
C  -6.714  -4.290  -1.461
H  -1.768  -2.843  -1.759
H  -4.027  -1.317  -4.227
H  -4.900  -0.832  4.278
H  2.890  -2.077  4.305
H  3.163  1.167  4.759
H  -0.234  -4.760  -1.438
H  -4.471  4.899  3.284
H  -2.880  -3.785  6.630
H  -2.885  3.613  -4.967
H  0.306  3.530  2.670
H  0.055  -1.026  -3.072
H  3.197  1.985  3.213
H  -3.368  -2.444  -6.350
H  -4.866  -2.388  6.203
H  -0.884  2.314  -2.196
H  4.035  -1.377  2.432
H  -0.926  -3.657  5.134
H  -1.904  1.464  -4.225
H  3.174  1.555  0.255
H  -4.960  1.050  -1.290
H  -3.725  3.450  5.141
H  -0.059  0.222  4.785
H  0.456  1.753  4.126
H  -0.975  -2.085  3.171
H  -1.898  -5.427  2.452
H  0.022  5.005  1.704
H  2.868  4.164  -2.399
H  -7.999  -3.802  1.636
H  4.108  2.828  -0.566
H  -4.948  -3.337  -2.225
H  -6.038  -2.281  1.767
H  3.938  1.234  -1.311
H  -1.172  4.506  2.927
H  0.501  4.412  -3.298
H  -3.990  1.619  0.570
H  -4.649  3.981  0.993
H  3.570  -2.113  -2.400
H  -8.409  -5.100  -0.424
H  5.528  -3.071  -1.184
H  -0.612  0.714  3.190
H  1.620  -2.646  3.245
H  5.723  -2.658  1.250
H  1.228  -1.932  4.797
H  -6.900  -4.855  -2.363
H  -3.077  1.112  4.697
H  -3.424  -3.515  2.121
H  -0.276  -6.025  0.683
H  -4.910  4.486  -3.851
H  4.218  0.591  3.496
H  0.746  -2.158  -5.202
H  -5.980  3.190  -2.042
H  -0.979  -2.851  -6.825

## Properties
Charge: +1
HOMO level (alpha / beta), Ha: -0.2870 / -0.3153
ΔE to the lowest compared entry with this formula, charge and spin, kJ/mol: 169.90
Multiplicity: 3

Mulliken population analysis, charges in e, atoms 1 to 99: atom 1 (W): 3.312, atom 2 (S): 1.492, atom 3 (S): 0.916, atom 4 (S): 1.936, atom 5 (Si): 0.625, atom 6 (F): 0.331, atom 7 (F): -0.822, atom 8 (O): -0.897, atom 9 (O): -0.190, atom 10 (N): -0.462, atom 11 (N): -0.082, atom 12 (N): 0.379, atom 13 (N): -0.467, atom 14 (N): 0.583, atom 15 (N): 0.348, atom 16 (N): 0.226, atom 17 (C): -0.691, atom 18 (C): -0.785, atom 19 (C): -0.956, atom 20 (C): 0.039, atom 21 (C): -0.006, atom 22 (C): -0.161, atom 23 (C): -0.290, atom 24 (C): 0.908, atom 25 (C): -0.809, atom 26 (C): 0.335, atom 27 (C): -0.462, atom 28 (C): -0.810, atom 29 (C): -0.480, atom 30 (C): -0.806, atom 31 (C): -0.588, atom 32 (C): -0.662, atom 33 (C): -0.779, atom 34 (C): -1.458, atom 35 (C): -0.914, atom 36 (C): -0.692, atom 37 (C): 0.332, atom 38 (C): -0.536, atom 39 (C): -0.952, atom 40 (C): -1.032, atom 41 (C): -0.891, atom 42 (C): -0.462, atom 43 (C): -0.505, atom 44 (C): -0.906, atom 45 (C): -0.380, atom 46 (C): -0.222, atom 47 (C): -0.859, atom 48 (C): -1.004, atom 49 (C): -0.481, atom 50 (C): -0.848, atom 51 (C): -0.223, atom 52 (C): -0.738, atom 53 (C): 0.354, atom 54 (C): -1.531, atom 55 (C): -0.909, atom 56 (C): -0.409, atom 57 (C): -1.163, atom 58 (C): 0.104, atom 59 (C): -1.056, atom 60 (C): -0.525, atom 61 (C): -0.648, atom 62 (C): -0.825, atom 63 (C): -1.122, atom 64 (C): -0.185, atom 65 (C): 1.265, atom 66 (C): -0.509, atom 67 (C): -0.785, atom 68 (H): 0.337, atom 69 (H): 0.498, atom 70 (H): 0.603, atom 71 (H): 0.548, atom 72 (H): 0.455, atom 73 (H): 0.542, atom 74 (H): 0.409, atom 75 (H): 0.466, atom 76 (H): 0.472, atom 77 (H): 0.154, atom 78 (H): 0.569, atom 79 (H): 0.270, atom 80 (H): 0.481, atom 81 (H): 0.486, atom 82 (H): 0.402, atom 83 (H): 0.280, atom 84 (H): 0.604, atom 85 (H): 0.545, atom 86 (H): -0.267, atom 87 (H): 0.339, atom 88 (H): 0.421, atom 89 (H): 0.506, atom 90 (H): 0.585, atom 91 (H): 0.880, atom 92 (H): 0.522, atom 93 (H): 0.268, atom 94 (H): 0.223, atom 95 (H): 0.458, atom 96 (H): 0.558, atom 97 (H): 0.471, atom 98 (H): 0.481, atom 99 (H): 0.236